12
Properties=species:S:1:pos:R:3:forces:R:3 method="wB97M-V/def2-TZVPD" e_above_lowest_ev=5.056 total_charge=0 energy_ev=-9809.2584
O -2.26860 -2.14830 1.86563 -0.7 0.2 0.4
H -0.22123 -1.61522 1.81678 -1.3 -0.1 0.8
C -0.09995 0.99057 -0.86070 0.6 -1.0 -0.2
H -0.45787 1.90450 -0.47621 -0.6 1.0 0.7
C 1.20844 -0.47875 0.15231 -1.7 -0.1 0.0
C -1.32517 -1.53117 1.52833 3.4 -0.4 -1.1
H 1.91490 1.49040 -0.17287 2.0 2.8 1.5
C -0.14667 -0.27181 -0.05515 3.4 1.9 0.1
H 1.71742 0.61221 -1.61674 1.6 0.4 -0.5
O -1.28082 -0.72406 0.42665 -3.3 -1.0 0.2
H -0.46876 0.88875 -1.90321 0.6 0.2 0.4
N 1.42832 0.88287 -0.70481 -4.1 -3.8 -2.3

38
Properties=species:S:1:pos:R:3:forces:R:3 method="wB97M-V/def2-TZVPD" e_above_lowest_ev=0.139 total_charge=0 energy_ev=-58784.3196
C -0.61670 3.11295 0.39752 0.2 -0.4 -0.3
C -4.42175 -2.59815 -1.86208 0.0 0.0 -0.1
H -1.05019 2.70142 -0.50649 -0.3 -0.1 -0.2
H -0.64988 -1.42104 0.36852 -0.1 -0.2 -0.1
H 0.93583 0.61053 -0.79539 0.0 0.1 -0.5
H 1.26817 -1.12947 -0.85804 0.1 -0.1 -0.5
H 0.30557 -0.83565 1.70463 0.1 -0.1 0.4
H -3.51998 -2.43316 -2.45150 0.0 0.0 0.0
H 1.12252 4.36956 0.58964 0.2 0.4 0.0
O 6.05293 0.90743 0.34438 1.1 0.0 -0.8
S -3.98743 -3.37195 -0.29947 -0.1 0.0 0.0
C -0.08330 -0.57190 0.72622 -0.1 0.3 -0.3
H -4.89413 -1.64438 -1.63849 0.0 0.0 0.0
C -0.69429 2.05003 1.51880 -0.2 -0.1 -0.3
Cl 4.55391 3.29039 0.57160 -0.1 0.0 -0.1
B -1.04436 0.66198 0.86312 0.0 -0.2 0.2
O -2.91135 -2.54559 0.30475 0.1 0.0 0.0
H -2.80636 -5.42087 -0.20276 0.0 0.0 0.0
C 0.83381 3.46328 0.08676 -0.5 0.1 0.2
H -3.93150 -5.38984 -1.58171 0.0 0.0 0.0
H -5.12220 -3.23615 -2.40079 0.0 0.0 0.0
C 3.50051 0.55846 -0.20985 0.0 0.4 0.2
H -2.15092 0.56505 0.41759 0.0 0.1 -0.1
H 2.11773 0.63377 1.41875 0.1 0.3 0.4
H 2.69556 -0.97000 1.07347 0.2 -0.2 0.2
O 4.49411 1.01404 2.19267 -0.6 -0.1 1.5
H 0.20718 2.05444 2.11845 0.3 0.1 0.2
C -3.19541 -4.81622 -1.01871 0.0 -0.1 -0.1
H 1.47413 2.68240 0.45736 0.5 -0.3 -0.3
H -1.19056 4.00233 0.61678 -0.1 0.3 0.2
H 3.99315 -0.16085 -0.84528 0.3 -0.3 -0.1
C 1.12770 -0.27902 -0.20713 -0.2 -0.1 0.8
I 1.17319 3.75997 -2.00334 0.2 0.0 0.1
C 2.38738 -0.03951 0.61936 -0.5 0.1 -0.4
S 4.78329 1.26772 0.84015 -0.3 -0.2 -0.8
H 3.14866 1.35865 -0.84972 -0.1 0.2 -0.1
H -1.52672 2.29888 2.16694 -0.2 0.1 0.3
H -2.37832 -4.49951 -1.66669 0.0 0.0 0.0

14
Properties=species:S:1:pos:R:3:forces:R:3 method="wB97M-V/def2-TZVPD" e_above_lowest_ev=4.274 total_charge=0 energy_ev=-8831.9290
N 0.50281 -0.67324 1.05991 0.1 -0.2 0.2
C -0.25882 -0.93209 -0.99383 0.1 -0.2 0.3
H -0.40263 -0.30828 -2.84570 0.0 -0.1 0.1
C 0.45731 0.75213 1.57562 0.0 0.1 0.3
H -1.77008 -0.73671 0.81451 0.1 0.1 -0.1
H -0.15614 0.89607 2.47038 0.0 -0.1 -0.1
H -0.04879 -2.00035 -1.13566 -0.2 0.1 0.1
C 0.84597 -0.11560 -0.31667 0.3 0.1 -0.4
H -0.57645 1.81972 -0.29406 0.2 -0.2 0.1
C -0.82509 -0.46277 0.33826 -0.5 -0.2 0.1
C -0.16916 0.93633 0.20927 -0.1 0.4 -0.1
H 1.45382 1.19242 1.71310 -0.2 -0.1 0.1
O -0.96615 -0.35794 -2.06538 0.2 0.0 -0.2
H 1.91341 -0.00969 -0.52976 -0.2 0.2 -0.3

106
Properties=species:S:1:pos:R:3:forces:R:3 method="wB97M-V/def2-TZVPD" total_charge=0 energy_ev=-129727.4622
O -0.46833 -2.03601 -3.58696 0.4 1.4 1.2
C -1.74202 5.39197 -2.57853 1.1 0.5 0.8
H -2.25747 6.22670 -2.10351 0.2 0.2 -0.4
C 1.43512 -5.13765 -3.05211 -0.6 1.9 -1.3
H 2.79730 -6.81993 -5.75409 0.6 -0.7 0.4
H 5.62993 3.85921 -1.25165 -0.1 -0.1 0.0
H 6.13589 -0.32455 4.58163 -0.2 0.3 0.0
H 3.75477 0.14652 3.81415 0.3 -0.1 0.2
H -2.24394 0.31287 1.32737 0.0 0.2 0.3
H 2.37550 3.00983 -0.46931 -0.1 0.2 -0.6
O 3.58045 -4.38865 -4.65405 -0.9 -1.3 0.5
H -1.37163 2.83873 -3.63248 0.1 0.2 -0.1
C -3.05531 -1.50691 2.14279 -0.2 0.7 -0.3
S -4.79105 -1.96100 2.62113 2.1 1.4 1.4
O 2.47821 2.53265 1.40248 0.9 -0.1 2.9
O -6.37647 -1.31201 -1.41525 -2.0 1.5 1.1
S 0.00849 1.76330 3.57031 -3.1 0.8 -0.2
H -7.32293 -3.31708 -2.91218 -0.1 -0.2 0.2
H -2.56104 -2.38259 1.72211 -0.3 0.3 -0.9
O -0.32631 3.61261 -0.93521 0.1 0.5 0.2
H 1.72330 1.95340 1.27523 -0.4 0.4 -0.4
C 6.24584 -1.61161 1.86166 -2.1 -1.4 -2.1
H 2.41356 4.43661 0.33218 -0.2 0.4 1.5
C 4.26626 -0.77583 3.53887 1.3 -0.9 -1.4
C -3.22783 -0.15313 1.38138 1.0 -1.8 -0.5
H 3.58775 -1.62863 3.51761 -0.3 0.2 -0.2
H -3.06802 2.89140 -4.13594 -0.1 -1.6 0.5
H 6.53388 -3.02405 3.35516 -0.7 -0.1 0.2
C -6.13784 -2.02861 -3.66595 0.6 0.1 0.4
H -3.70652 3.24860 -1.63855 0.0 -0.1 0.0
H 2.28992 2.60304 4.19731 -0.2 0.0 -0.4
C 4.35679 3.34959 0.17487 -0.1 -0.1 1.1
H 1.33526 5.01470 4.49976 0.1 0.0 0.3
H -4.94570 1.17333 1.44495 0.2 0.1 -0.3
H 4.77346 3.34978 1.18210 0.4 -0.1 0.0
C -0.67230 4.37627 4.12393 0.9 0.4 -0.6
C -2.67499 3.00213 -1.89015 0.2 0.4 -0.9
C 0.92034 0.58012 -1.34590 -1.5 1.2 -0.1
C 5.57693 -1.21166 4.28380 0.8 1.3 -0.9
C -5.41557 -1.56647 -2.35471 0.2 -1.8 -1.2
H -0.76256 4.40636 5.20977 -0.4 -0.4 0.1
C 1.25960 2.93426 4.32711 -0.5 -3.0 0.6
H -3.51604 4.96931 -3.33854 -0.7 -0.4 -0.6
H -1.76394 3.25296 2.49128 1.0 0.3 -0.4
H 1.58511 -8.17755 -3.47948 -0.1 0.1 0.0
H 3.27385 -7.82912 -3.31541 0.1 0.1 -0.7
H 1.39754 -6.68953 -1.67714 -0.2 -0.3 -0.1
C 6.56003 -1.93763 3.27078 0.8 -0.6 1.4
H -2.35694 -1.20653 2.92390 -0.8 -0.5 1.2
C -5.14940 -0.14955 3.07508 0.6 -2.2 -0.6
O -4.70146 -2.72177 3.85645 -0.7 0.0 -0.8
H 6.88031 -1.26657 1.04528 0.8 0.0 0.7
O -6.64293 -3.35784 -3.58859 0.4 0.1 0.1
O -2.39026 4.75054 0.05093 1.4 -0.3 -1.0
H -4.89782 -2.41056 -1.89913 0.8 -0.4 -0.9
H 5.42064 -1.73282 5.22829 -0.3 -0.4 -0.4
S -0.64030 -1.24075 -2.39877 -0.6 0.8 2.4
H -4.79092 -0.16958 4.10425 -0.4 0.2 0.0
H -2.52901 5.12639 -4.73077 0.9 -0.5 0.1
O 0.40137 -1.64942 -1.19101 -2.4 -1.6 -0.5
H 0.39448 -5.37243 -3.27575 0.0 -0.1 -0.5
H -6.23295 -0.12554 2.95913 0.1 0.7 0.2
H -2.36631 2.06718 -1.42252 -0.2 -0.3 -0.6
O 5.49288 0.80748 1.65179 -0.5 -0.2 0.2
O 3.93407 -0.87965 0.72556 -0.6 -0.4 -0.4
C -2.53658 4.69451 -3.73001 0.0 2.2 3.8
O 0.04840 0.32057 -2.47924 -1.4 -2.1 -0.9
H 2.22352 -1.05541 -1.64968 0.5 0.1 0.3
S -1.63390 4.20687 -1.09229 -2.2 0.6 -0.6
S 2.22582 -4.93324 -4.69872 -2.2 2.6 -0.7
H -5.42474 -1.95618 -4.48714 0.1 -0.4 0.0
O 5.09971 4.34276 -0.61397 -1.6 -0.8 0.6
O -0.52640 0.68272 4.40987 1.3 1.3 -0.3
C 1.44559 -0.76761 -0.94252 1.7 1.1 -1.2
H 1.21418 4.52556 2.89686 -0.4 -0.5 -0.4
C -4.25741 0.69442 2.14138 -1.4 0.2 -0.4
H -3.40318 -0.41772 0.33863 -0.8 0.5 -0.1
H 4.41854 2.32722 -0.19802 0.8 0.2 -0.3
O 0.29414 1.38910 2.19910 0.2 -0.2 0.0
O -5.56746 -2.43761 1.48644 0.6 0.6 0.6
H -1.09138 5.32257 3.78188 0.1 -0.1 -0.3
H -2.23030 2.96528 4.06593 0.3 -0.9 0.4
C 2.12153 -6.67003 -4.91208 0.9 -1.3 -1.0
H 1.83041 -0.78342 0.07717 -0.5 -0.4 -0.1
H 0.93871 2.72439 5.34744 0.3 0.3 0.5
C 2.07630 -6.31937 -2.44549 -0.1 -0.3 1.8
H 1.31876 -4.15638 -2.59202 0.8 -0.1 0.5
C 0.84719 4.25652 3.88734 0.0 2.4 -0.3
C -2.35122 3.25673 -3.40053 -0.8 -1.8 -1.0
H 2.95350 -6.10091 -1.83647 0.4 0.2 -0.6
H 7.63352 -1.83146 3.42709 -0.1 1.0 0.7
C -1.33004 3.17445 3.48811 -0.2 -0.9 0.8
H -4.67940 -0.78359 -2.53710 -0.2 0.4 -0.1
O -1.99031 -1.25963 -1.78809 3.0 0.7 -1.4
H 5.79697 -2.53929 1.50665 0.0 0.0 -0.7
H 1.53166 1.41901 -1.67852 0.8 -0.7 -0.2
H 1.17692 -7.00408 -5.34130 -0.3 0.8 0.2
C 2.80401 3.42499 0.44290 0.8 0.4 -4.9
H 0.31436 1.08780 -0.59548 -0.3 -0.5 0.4
S 4.87943 -0.50439 1.72735 0.8 1.4 2.7
O 1.31718 -4.24147 -5.64211 1.2 -1.3 1.4
C 2.31266 -7.36842 -3.54340 0.4 -0.1 0.0
H -3.80712 1.52155 2.69020 0.2 -0.3 0.1
H -6.99912 -1.42865 -3.95974 0.2 0.8 0.4
H -0.70096 5.62937 -2.79743 0.0 0.2 -0.1
H -6.00620 -1.29218 -0.52975 0.1 -0.2 0.1

7
Properties=species:S:1:pos:R:3:forces:R:3 method="wB97M-V/def2-TZVPD" e_above_lowest_ev=0.847 total_charge=0 energy_ev=-19676.9821
P 0.46425 -0.97749 -0.27656 2.7 1.3 -0.3
C 1.41759 0.41865 0.12957 0.3 -2.7 -1.7
P -1.35786 0.13009 -0.10808 0.1 1.8 0.2
H 0.75759 1.07158 0.61422 0.1 1.9 0.4
H 2.49202 0.63554 -0.14266 -1.3 -0.5 1.0
H -1.77135 -0.70247 0.85386 -1.2 -1.1 1.5
H -2.00223 -0.57591 -1.07035 -0.7 -0.8 -1.1

21
Properties=species:S:1:pos:R:3:forces:R:3 method="wB97M-V/def2-TZVPD" e_above_lowest_ev=1.061 total_charge=+1 energy_ev=-10417.1353
H -2.99219 0.88719 -1.16909 0.1 -0.2 0.4
H 1.11650 0.49705 1.51435 0.0 0.1 -0.2
H -1.69437 1.77807 -1.88927 0.1 -0.2 -0.5
H 1.25778 -1.94735 2.08334 0.2 -0.1 -0.5
H 2.61954 -1.52909 0.20558 -0.3 -0.1 -0.2
H 3.00904 -0.03545 0.65993 0.5 0.5 -0.2
C 0.97286 -0.29876 0.78382 -0.1 0.8 -0.2
H -0.19905 -1.33999 2.34642 -0.6 0.6 -0.7
H -1.83938 0.37193 1.67316 -0.4 0.0 -0.5
H -1.83647 -0.02131 -2.13881 0.2 0.1 -0.2
H -2.36596 1.86150 0.90674 -0.1 0.0 -0.6
H 0.04651 -2.30872 0.86606 -0.1 0.2 -0.3
C -1.94431 0.81069 -1.45411 0.0 0.6 0.2
H -0.80630 1.68625 1.60824 0.4 0.2 -0.8
C 0.13136 0.12113 -0.44638 -0.4 -0.8 0.3
N 2.31823 -0.55683 0.14587 -0.1 -0.4 1.3
O 0.60672 -0.24055 -1.52000 -0.1 0.4 -0.6
C -1.53637 1.16957 0.97466 -0.1 -0.5 2.3
N -1.07949 0.63296 -0.27802 -0.1 0.3 -0.3
H 2.13958 -0.29620 -0.84354 0.2 -0.1 -0.6
C 0.44573 -1.50815 1.47963 0.6 -1.3 1.8

32
Properties=species:S:1:pos:R:3:forces:R:3 method="wB97M-V/def2-TZVPD" e_above_lowest_ev=1.264 total_charge=0 energy_ev=-31514.1409
H 0.06901 -0.24867 2.23374 0.1 0.0 0.0
C -0.28292 0.97730 -0.31614 0.3 0.4 -0.5
N 0.78694 0.65394 0.48541 0.2 0.5 -0.7
H -0.45670 -3.20895 -1.60364 -0.1 0.0 -0.1
H -1.67426 1.04333 2.05966 0.0 0.0 0.1
H -0.41007 -3.34608 0.78547 0.0 0.0 0.0
C 1.56591 -2.54407 -1.09744 -0.2 -0.2 -0.3
C -2.25498 0.74320 1.20149 0.1 0.0 -0.3
C 1.90491 1.22498 -0.09433 0.0 0.3 -0.1
C 0.04636 -2.38837 -1.09867 0.2 0.0 0.1
H 1.38492 -2.36916 1.85028 -0.1 0.1 -0.1
H 1.84523 -3.59687 -0.94515 0.0 0.1 -0.1
C -0.24996 -2.33896 0.40068 0.1 0.0 -0.1
C 1.04294 -1.75030 1.00690 -0.2 0.2 0.3
N -4.38511 0.12289 0.32338 -0.5 -0.1 0.1
H -0.23526 -1.45136 -1.58041 0.0 0.0 -0.1
N 0.09393 1.68638 -1.33847 -0.8 0.0 -0.2
C -2.51919 0.35239 -1.14288 0.1 0.0 0.3
H 2.05222 -2.17295 -2.00047 0.0 -0.1 0.0
C -3.60416 0.45611 1.33535 0.2 0.1 0.2
H -4.53284 -0.17400 -1.68728 0.0 0.0 -0.1
H -4.08449 0.49592 2.30401 0.0 0.0 0.1
H 1.95960 2.37652 -1.87113 0.0 -0.1 0.1
S 3.43642 1.24974 0.47125 0.8 0.0 0.2
C 0.91074 -0.30739 1.54458 0.3 -0.7 0.3
O 2.02187 -1.76211 -0.01548 0.0 0.2 0.2
H -2.12125 0.31972 -2.14394 0.0 0.0 -0.1
N 1.42542 1.83749 -1.21047 -0.1 -0.6 0.7
C -3.85343 0.08534 -0.88655 0.2 0.0 -0.3
C -1.68696 0.67124 -0.06983 -0.6 -0.1 0.0
H 1.83861 -0.05274 2.06708 -0.2 0.0 0.0
H -1.12668 -1.74038 0.63762 0.0 -0.1 0.0

97
Properties=species:S:1:pos:R:3:forces:R:3 method="wB97M-V/def2-TZVPD" e_above_lowest_ev=0.741 total_charge=+1 s2=0.796 multiplicity=2 energy_ev=-164609.6934
H 1.62957 3.24873 3.91829 0.0 0.0 0.0
H 1.26515 -0.44111 -6.33200 0.0 0.0 0.0
C 1.27410 -0.92836 5.73188 0.0 0.1 0.0
C -0.43422 -3.22120 -3.27146 0.0 0.0 -0.1
H 1.03238 2.67888 -0.57003 0.0 0.0 0.0
H -1.96284 -1.57758 -1.58697 0.0 0.0 0.0
C 1.72575 -2.07546 6.36241 0.0 0.0 0.1
H -1.05781 -2.27734 -5.78936 0.0 0.0 0.0
H 0.12180 -3.12346 -2.34013 0.0 0.0 0.0
C -0.84414 1.22201 -4.12934 0.0 0.2 0.0
H 2.16119 1.38111 -4.70977 0.0 0.0 0.0
C 1.56719 2.42870 4.63409 0.3 0.0 0.1
H 3.56999 0.39353 -4.34545 0.0 0.0 0.0
H 1.20298 -2.12385 -5.79525 0.1 0.0 0.0
C 0.44343 -0.98741 4.61688 -0.3 0.0 0.0
H -3.24293 6.05023 2.49037 0.0 0.0 0.0
H -1.28361 3.96169 5.63983 -0.1 0.0 0.0
H 2.53454 0.95899 -3.03059 0.0 0.0 0.0
H -1.85550 0.54565 5.87560 0.0 0.0 0.0
H -2.89910 -2.73120 -2.54354 0.0 0.0 0.0
H 1.01590 3.60205 0.92988 0.0 0.0 0.0
H -2.55257 4.32024 0.90259 0.0 0.0 0.0
H -2.39297 2.78643 -0.96694 0.0 0.0 0.0
H -1.14645 -4.04516 -3.16404 0.0 0.0 0.0
H 0.26420 -3.49646 -4.06167 0.0 0.0 0.0
Si -0.91498 2.05077 0.91993 -0.1 0.6 -1.0
C 1.39253 -3.32919 5.89130 0.0 -0.1 0.0
C -2.30056 5.10160 4.16948 0.1 0.0 0.0
C 0.67787 -3.07649 0.25383 -0.2 -0.1 0.1
H 2.10411 -2.78223 -3.52854 0.0 0.0 0.0
C -2.35892 1.25439 -3.87605 0.0 0.0 -0.1
N 0.99681 -2.02903 1.01891 0.9 -0.2 0.0
C 2.48326 -0.80413 2.52656 0.2 0.2 -0.4
C -1.08335 1.27045 6.14512 0.2 0.0 0.3
C 0.08067 -2.26472 4.21531 -0.1 0.0 -0.1
H 3.29600 -5.10514 0.88443 0.0 0.0 0.0
F 0.19984 -4.59988 4.30528 0.0 0.0 0.0
H -0.25432 -2.99488 -0.28594 0.0 0.0 0.0
H -1.11713 2.34354 -5.94982 0.0 0.0 0.0
C 1.72262 -1.17170 -5.66444 0.0 0.0 0.0
C -1.20993 -1.94159 -3.61601 -0.1 -0.2 0.0
C 2.47816 -1.77694 -3.35932 0.0 0.0 -0.1
H -0.48202 0.85107 6.94961 0.0 0.0 0.0
C 1.47958 -4.19435 0.18199 0.0 0.0 0.0
H -2.72940 2.24635 -4.15128 0.0 0.0 0.0
O 3.21241 -0.86332 3.48506 0.3 0.0 0.0
C -1.85760 -0.91237 1.27496 0.6 0.4 0.1
H 2.32903 1.69160 4.38502 0.0 0.0 0.0
F 1.70241 0.22325 6.23849 0.0 0.1 -0.1
H 0.44677 1.53769 -5.88870 0.0 0.0 0.0
C -2.66762 5.20121 2.83742 0.0 0.0 0.0
C -1.82082 -2.12285 -5.02281 0.0 0.1 0.0
F 1.86781 -4.41949 6.47031 0.0 0.0 0.0
H -0.71148 3.32787 -3.72266 0.0 0.0 0.0
H -2.43498 -1.27465 -5.32582 0.0 0.0 0.0
H -1.59366 2.14199 6.55123 0.0 0.0 0.0
H -2.59841 1.09637 -2.82818 0.0 0.0 0.0
O 1.91072 0.26568 2.02961 0.5 -0.5 0.3
C -1.53141 3.10431 2.35650 0.1 -0.3 0.4
H -2.46296 -3.00819 -5.01289 0.0 0.0 0.0
C -2.27798 4.21563 1.94644 0.0 -0.1 0.0
S -3.26661 -1.53220 1.11982 -0.3 -0.1 0.0
C 1.73006 -0.71536 -4.19080 0.2 0.0 0.2
H -0.11092 4.01279 -0.36204 0.0 0.0 0.0
H 2.75736 -1.31606 -5.98773 0.0 0.0 0.0
H -2.38165 1.02310 -0.82272 0.0 0.0 0.0
H -2.90253 0.52705 -4.47862 0.0 0.0 0.0
H 3.52862 -1.76329 -3.66335 0.0 0.0 0.0
H 1.80333 2.82754 5.62422 0.0 0.0 0.0
C 2.97002 -3.16298 1.74021 0.0 -0.1 0.1
W -0.03396 -0.24847 1.52428 -1.7 0.2 1.1
C 0.38054 3.17827 0.14762 0.3 0.0 0.0
H -2.57113 5.87839 4.87297 0.0 0.0 0.0
C 2.53347 0.59179 -4.05887 0.0 0.0 -0.1
H -0.44193 2.33089 -2.28943 0.0 0.0 -0.1
H -1.01378 0.60605 -6.24157 0.0 0.1 0.0
H 3.86480 -3.13191 2.34646 0.0 0.0 0.0
C 2.12607 -2.06988 1.75589 0.2 0.0 -0.2
H 0.83281 2.51046 -3.48927 0.0 0.0 0.0
Br 0.45243 -0.09041 -1.12823 0.0 0.2 -0.5
C -2.38160 1.95484 -0.25763 -0.2 -0.1 0.0
C 0.55196 -3.41909 4.80143 0.0 -0.1 0.0
Si -0.13956 1.73062 4.61373 -0.2 0.0 0.0
C -1.20042 2.97355 3.71273 -0.2 0.0 -0.2
C -0.60815 1.42640 -5.64140 0.0 -0.1 0.0
C -0.24225 2.40993 -3.35592 0.0 -0.1 -0.1
F 2.50715 -1.95546 7.42500 0.0 0.0 0.0
C 2.64777 -4.24006 0.93295 0.0 0.0 0.0
H -3.31428 1.98641 0.31145 0.0 0.0 0.0
C -1.57637 4.00159 4.59595 0.0 -0.1 -0.1
C -2.34279 -1.78953 -2.58686 0.0 0.0 -0.1
H -3.04868 -1.00767 -2.85362 0.0 0.0 0.0
Si -0.06791 -0.44129 -3.66650 0.0 0.1 0.7
F -0.74294 -2.38700 3.16100 0.0 -0.1 0.0
O -0.03249 0.08403 3.86150 0.0 -0.1 -0.4
H 1.18685 -5.02020 -0.45150 0.0 0.0 0.0
H 2.43763 -1.56516 -2.29084 0.1 0.0 0.0